Record 1
ORCA calculation (ωB97M-V/def2-TZVPD) on 6 unconnected molecules or ions with the total composition C46H71BIO9 at a distorted geometry.

Its lowest unoccupied orbital energy is 2.30 eV. The charge is -1. For the largest force on an atom, the calculation gives 1.1 eV Å⁻¹. As for the HOMO-LUMO gap: 7.20 eV.

Bonds (Å) are listed after each position.
Atoms and positions in Å:
1 C 0.842 -4.269 -2.507  C2 1.194, H33 1.057
2 C 0.878 -3.091 -2.700  C1 1.194, C3 1.478
3 C 0.928 -1.627 -2.891  C2 1.478, O4 1.381, C22 1.593, H34 1.093
4 O 2.074 -0.964 -2.500  C3 1.381, B5 1.507
5 B 1.889 -0.506 -1.076  O4 1.507, C6 1.647, C9 1.642, O21 1.504
6 C 2.599 -1.646 -0.123  B5 1.647, C7 1.535, H35 1.091, H36 1.097
7 C 2.065 -1.809 1.307  C6 1.535, C8 1.533, H37 1.097, H38 1.083
8 C 0.621 -2.319 1.377  C7 1.533, H39 1.090, H40 1.086, H41 1.090
9 C 2.479 1.006 -0.823  B5 1.642, O10 1.443, H42 1.096, H43 1.093
10 O 2.103 1.485 0.486  C9 1.443, C11 1.355
11 C 2.565 2.712 0.827  O10 1.355, C12 1.389, C17 1.405
12 C 3.278 3.545 -0.026  C11 1.389, C13 1.381, H44 1.077
13 C 3.714 4.793 0.373  C12 1.381, C14 1.509, C15 1.376
14 C 4.473 5.684 -0.580  C13 1.509, H45 1.088, H46 1.087, H47 1.086
15 C 3.440 5.245 1.644  C13 1.376, C16 1.390, H48 1.080
16 C 2.718 4.418 2.498  C15 1.390, C17 1.381, H49 1.083
17 C 2.276 3.165 2.125  C11 1.405, C16 1.381, C18 1.512
18 C 1.469 2.360 3.119  C17 1.512, C19 1.546, C20 1.540, H50 1.088
19 C 2.235 1.149 3.699  C18 1.546, H51 1.083, H52 1.087, H53 1.085
20 C 0.096 1.978 2.535  C18 1.540, H54 1.090, H55 1.088, H56 1.084
21 O 0.391 -0.386 -1.009  B5 1.504, C22 1.376
22 C -0.254 -0.896 -2.112  C3 1.593, O21 1.376, C23 1.544, C27 1.527
23 C -1.386 -1.839 -1.654  C22 1.544, C24 1.505, H57 1.087, H58 1.087
24 C -2.747 -1.210 -1.515  C23 1.505, O25 1.190, I26 2.159
25 O -3.697 -1.573 -2.132  C24 1.190
26 I -3.019 0.393 -0.095  C24 2.159
27 C -0.792 0.141 -3.096  C22 1.527, C28 1.380, C32 1.388
28 C -0.651 1.499 -2.898  C27 1.380, C29 1.387, H59 1.082
29 C -1.136 2.413 -3.823  C28 1.387, C30 1.378, H60 1.079
30 C -1.762 1.964 -4.966  C29 1.378, C31 1.386, H61 1.082
31 C -1.917 0.603 -5.181  C30 1.386, C32 1.378, H62 1.079
32 C -1.421 -0.290 -4.256  C27 1.388, C31 1.378, H63 1.082
33 H 0.727 -5.311 -2.373  C1 1.057
34 H 0.905 -1.494 -3.975  C3 1.093
35 H 2.631 -2.633 -0.586  C6 1.091
36 H 3.645 -1.332 -0.020  C6 1.097
37 H 2.689 -2.545 1.828  C7 1.097
38 H 2.191 -0.879 1.848  C7 1.083
39 H 0.452 -2.915 2.274  C8 1.090
40 H 0.366 -2.853 0.467  C8 1.086
41 H -0.037 -1.454 1.469  C8 1.090
42 H 3.566 1.025 -0.959  C9 1.096
43 H 2.048 1.666 -1.580  C9 1.093
44 H 3.518 3.225 -1.026  C12 1.077
45 H 4.038 5.601 -1.574  C14 1.088
46 H 5.529 5.430 -0.604  C14 1.087
47 H 4.358 6.726 -0.295  C14 1.086
48 H 3.743 6.218 2.000  C15 1.080
49 H 2.480 4.778 3.491  C16 1.083
50 H 1.263 3.029 3.953  C18 1.088
51 H 3.183 0.986 3.201  C19 1.083
52 H 2.380 1.271 4.769  C19 1.087
53 H 1.601 0.275 3.588  C19 1.085
54 H -0.226 2.785 1.876  C20 1.090
55 H -0.665 1.879 3.307  C20 1.088
56 H 0.147 1.083 1.925  C20 1.084
57 H -1.130 -2.231 -0.673  C23 1.087
58 H -1.524 -2.674 -2.336  C23 1.087
59 H -0.150 1.851 -2.007  C28 1.082
60 H -1.034 3.473 -3.649  C29 1.079
61 H -2.130 2.668 -5.700  C30 1.082
62 H -2.421 0.251 -6.067  C31 1.079
63 H -1.537 -1.352 -4.426  C32 1.082
64 C -1.667 6.454 -0.196  C65 1.525, C68 1.523, H69 1.090, H70 1.094
65 C -2.565 5.253 0.082  C64 1.525, C66 1.520, H71 1.094, H72 1.089
66 C -2.094 4.264 -0.971  C65 1.520, O67 1.432, H73 1.093, H74 1.088
67 O -0.705 4.539 -1.194  C66 1.432, C68 1.428
68 C -0.357 5.777 -0.575  C64 1.523, O67 1.428, H75 1.095, H76 1.092
69 H -1.562 7.132 0.651  C64 1.090
70 H -2.059 7.023 -1.043  C64 1.094
71 H -2.363 4.861 1.083  C65 1.094
72 H -3.629 5.469 0.007  C65 1.089
73 H -2.629 4.405 -1.913  C66 1.093
74 H -2.220 3.229 -0.661  C66 1.088
75 H 0.252 5.563 0.309  C68 1.095
76 H 0.240 6.371 -1.270  C68 1.092
77 C -7.323 3.691 -2.368  C78 1.526, C81 1.522, H82 1.089, H83 1.093
78 C -6.353 2.817 -3.157  C77 1.526, C79 1.521, H84 1.092, H85 1.089
79 C -5.135 3.721 -3.262  C78 1.521, O80 1.433, H86 1.097, H87 1.090
80 O -5.132 4.534 -2.082  C79 1.433, C81 1.428
81 C -6.382 4.401 -1.404  C77 1.522, O80 1.428, H88 1.096, H89 1.092
82 H -8.106 3.131 -1.858  C77 1.089
83 H -7.800 4.417 -3.032  C77 1.093
84 H -6.106 1.921 -2.584  C78 1.092
85 H -6.732 2.505 -4.129  C78 1.089
86 H -5.201 4.381 -4.135  C79 1.097
87 H -4.200 3.164 -3.319  C79 1.090
88 H -6.221 3.804 -0.499  C81 1.096
89 H -6.739 5.389 -1.109  C81 1.092
90 C 6.120 -1.348 5.187  C91 1.526, C94 1.522, H95 1.089, H96 1.092
91 C 6.835 -0.384 6.129  C90 1.526, C92 1.523, H97 1.093, H98 1.089
92 C 5.785 0.704 6.308  C91 1.523, O93 1.427, H99 1.096, H100 1.091
93 O 4.515 0.064 6.196  C92 1.427, C94 1.430
94 C 4.685 -1.261 5.687  C90 1.522, O93 1.430, H101 1.096, H102 1.090
95 H 6.515 -2.363 5.211  C90 1.089
96 H 6.182 -0.982 4.160  C90 1.092
97 H 7.037 -0.875 7.085  C91 1.093
98 H 7.777 -0.003 5.737  C91 1.089
99 H 5.862 1.461 5.520  C92 1.096
100 H 5.852 1.204 7.276  C92 1.091
101 H 4.505 -1.970 6.503  C94 1.096
102 H 3.950 -1.443 4.902  C94 1.090
103 C -1.648 -5.576 4.064  C104 1.526, C107 1.522, H108 1.090, H109 1.092
104 C -0.720 -6.691 3.591  C103 1.526, C105 1.522, H110 1.093, H111 1.089
105 C 0.640 -6.013 3.676  C104 1.522, O106 1.430, H112 1.095, H113 1.091
106 O 0.557 -5.069 4.746  C105 1.430, C107 1.427
107 C -0.805 -4.909 5.142  C103 1.522, O106 1.427, H114 1.097, H115 1.090
108 H -2.608 -5.931 4.437  C103 1.090
109 H -1.836 -4.876 3.247  C103 1.092
110 H -0.765 -7.536 4.284  C104 1.093
111 H -0.947 -7.059 2.592  C104 1.089
112 H 0.867 -5.469 2.753  C105 1.095
113 H 1.453 -6.713 3.875  C105 1.091
114 H -0.944 -5.399 6.114  C107 1.097
115 H -1.024 -3.847 5.256  C107 1.090
116 C -3.362 -6.320 -4.803  C117 1.526, C120 1.522, H121 1.089, H122 1.092
117 C -2.481 -7.344 -5.513  C116 1.526, C118 1.523, H123 1.093, H124 1.090
118 C -1.121 -6.658 -5.473  C117 1.523, O119 1.427, H125 1.096, H126 1.091
119 O -1.100 -5.869 -4.284  C118 1.427, C120 1.429
120 C -2.417 -5.787 -3.735  C116 1.522, O119 1.429, H127 1.096, H128 1.090
121 H -4.277 -6.738 -4.387  C116 1.089
122 H -3.636 -5.520 -5.495  C116 1.092
123 H -2.452 -8.273 -4.938  C117 1.093
124 H -2.807 -7.580 -6.525  C117 1.090
125 H -0.987 -5.992 -6.332  C118 1.096
126 H -0.290 -7.365 -5.450  C118 1.091
127 H -2.454 -6.403 -2.830  C120 1.096
128 H -2.627 -4.754 -3.458  C120 1.090

Here are the Löwdin charges for atoms 1 to 99, given in e: 0.1227 -0.0500 -0.2775 0.0333 -0.7339 -0.0862 -0.2559 -0.0920 -0.0597 -0.0294 -0.2082 0.0224 -0.2969 -0.0566 -0.0788 -0.0457 -0.1468 -0.3412 -0.0445 -0.0556 0.0168 -0.3806 -0.1058 -0.7937 -0.0029 0.8727 -0.1522 -0.0088 -0.0778 -0.1111 -0.0860 -0.0425 0.0221 0.1489 0.0850 0.0933 0.0887 0.0645 0.0514 0.0553 0.0591 0.1155 0.1052 0.1073 0.0732 0.0746 0.0654 0.0975 0.1043 0.1133 0.0800 0.0648 0.0633 0.0739 0.0742 0.0591 0.1058 0.1049 0.1131 0.0961 0.0936 0.0945 0.1229 -0.1671 -0.1604 -0.2152 -0.1490 -0.2010 0.1073 0.1112 0.1126 0.1002 0.0972 0.0409 0.1131 0.1148 -0.1727 -0.1629 -0.1945 -0.1618 -0.2083 0.1089 0.1097 0.1145 0.1108 0.1185 0.1058 0.1189 0.1142 -0.1698 -0.1770 -0.2105 -0.1516 -0.1996 0.1091 0.1159 0.1091 0.1077 0.1183

***

Record 2
ORCA calculation (ωB97M-V/def2-TZVPD) on 12 unconnected molecules or ions with the total composition C17H58N14O12 at a distorted geometry.

The SMILES is NC(N)=O.NC(N)=O.NC(N)=O.NC(N)=O.NC(N)=O.NC(N)=O.NC(N)=O.CCO.CCO.CCO.CCO.CCO. Its lowest unoccupied orbital energy is -0.42 eV. The charge is 0. For the energy relative to the best compared isomer or geometry (same formula, charge and spin), the calculation gives 96.9 kcal per mole. For the largest force on an atom, the calculation gives 7.5 eV Å⁻¹. As for the HOMO-LUMO gap: 8.49 eV.

Bonds (Å) are listed after each position.
Atoms and positions in Å:
1 C -10.901 -13.302 -7.592  O2 1.227, N3 1.313, N4 1.241
2 O -10.719 -12.091 -7.522  C1 1.227
3 N -10.147 -14.033 -8.380  C1 1.313, H5 1.010, H6 1.010
4 N -11.849 -13.922 -7.084  C1 1.241, H7 1.010, H8 1.010
5 H -9.513 -13.589 -9.029  N3 1.010
6 H -10.194 -15.035 -8.257  N3 1.010
7 H -12.432 -13.402 -6.445  N4 1.010
8 H -12.039 -14.833 -7.476  N4 1.010
9 C -13.125 -9.489 -7.287  O10 1.180, N11 1.305, N12 1.327
10 O -12.437 -9.033 -6.444  C9 1.180
11 N -12.991 -10.658 -7.851  C9 1.305, H13 1.010, H14 1.010
12 N -14.116 -8.908 -7.950  C9 1.327, H15 1.010, H16 1.010
13 H -13.637 -11.076 -8.505  N11 1.010
14 H -12.193 -11.252 -7.679  N11 1.010
15 H -14.187 -7.901 -7.906  N12 1.010
16 H -14.560 -9.485 -8.650  N12 1.010
17 C -14.654 -15.827 -4.311  O18 1.212, N19 1.280, N20 1.304
18 O -13.859 -15.252 -5.023  C17 1.212
19 N -14.461 -17.022 -3.896  C17 1.280, H21 1.010, H22 1.010
20 N -15.861 -15.401 -4.059  C17 1.304, H23 1.010, H24 1.010
21 H -13.558 -17.472 -3.869  N19 1.010
22 H -15.161 -17.329 -3.236  N19 1.010
23 H -16.040 -14.414 -4.180  N20 1.010
24 H -16.497 -15.978 -3.528  N20 1.010
25 C -13.524 -14.233 -0.138  O26 1.218, N27 1.254, N28 1.288
26 O -14.003 -14.004 0.959  C25 1.218
27 N -12.677 -15.106 -0.445  C25 1.254, H29 1.010, H30 1.010
28 N -13.938 -13.619 -1.192  C25 1.288, H31 1.010, H32 1.010
29 H -12.519 -15.261 -1.430  N27 1.010
30 H -12.140 -15.617 0.241  N27 1.010
31 H -14.498 -12.793 -1.039  N28 1.010
32 H -13.574 -13.874 -2.099  N28 1.010
33 C -17.230 -8.520 -5.532  O34 1.187, N35 1.314, N36 1.333
34 O -17.466 -7.446 -5.084  C33 1.187
35 N -17.926 -8.939 -6.565  C33 1.314, H37 1.010, H38 1.010
36 N -16.311 -9.405 -5.151  C33 1.333, H39 1.010, H40 1.010
37 H -17.662 -9.660 -7.220  N35 1.010
38 H -18.793 -8.464 -6.775  N35 1.010
39 H -15.794 -9.241 -4.298  N36 1.010
40 H -15.901 -10.167 -5.672  N36 1.010
41 C -10.066 -8.388 -3.717  O42 1.198, N43 1.302, N44 1.341
42 O -9.301 -7.815 -4.439  C41 1.198
43 N -9.702 -8.935 -2.593  C41 1.302, H45 1.010, H46 1.010
44 N -11.332 -8.749 -3.975  C41 1.341, H47 1.010, H48 1.010
45 H -10.238 -9.715 -2.241  N43 1.010
46 H -8.753 -8.779 -2.283  N43 1.010
47 H -11.905 -9.241 -3.304  N44 1.010
48 H -11.570 -8.764 -4.956  N44 1.010
49 C -14.750 -12.140 -4.563  O50 1.207, N51 1.296, N52 1.324
50 O -15.607 -12.519 -3.803  C49 1.207
51 N -13.787 -11.352 -4.199  C49 1.296, H53 1.010, H54 1.010
52 N -14.729 -12.324 -5.874  C49 1.324, H55 1.010, H56 1.010
53 H -13.090 -10.994 -4.836  N51 1.010
54 H -13.712 -11.162 -3.210  N51 1.010
55 H -13.926 -12.044 -6.420  N52 1.010
56 H -15.435 -12.913 -6.292  N52 1.010
57 C -16.965 -15.737 -7.782  C58 1.477, H60 1.090, H61 1.090, H62 1.090
58 C -17.350 -14.471 -8.439  C57 1.477, O59 1.415, H63 1.090, H64 1.090
59 O -16.415 -13.464 -8.098  C58 1.415, H65 0.960
60 H -16.630 -15.698 -6.746  C57 1.090
61 H -16.094 -16.201 -8.244  C57 1.090
62 H -17.781 -16.460 -7.761  C57 1.090
63 H -18.301 -14.014 -8.165  C58 1.090
64 H -17.384 -14.693 -9.505  C58 1.090
65 H -15.746 -13.456 -8.786  O59 0.960
66 C -18.975 -12.309 -4.374  C67 1.505, H69 1.090, H70 1.090, H71 1.090
67 C -19.702 -13.221 -5.325  C66 1.505, O68 1.412, H72 1.090, H73 1.090
68 O -20.846 -13.961 -4.952  C67 1.412, H74 0.960
69 H -19.706 -11.763 -3.779  C66 1.090
70 H -18.265 -11.648 -4.872  C66 1.090
71 H -18.458 -12.949 -3.660  C66 1.090
72 H -19.073 -13.987 -5.779  C67 1.090
73 H -20.027 -12.579 -6.144  C67 1.090
74 H -21.403 -13.317 -4.508  O68 0.960
75 C -12.496 -10.631 -0.013  C76 1.498, H78 1.090, H79 1.090, H80 1.090
76 C -13.694 -10.099 -0.738  C75 1.498, O77 1.417, H81 1.090, H82 1.090
77 O -13.400 -9.610 -2.035  C76 1.417, H83 0.960
78 H -11.903 -11.313 -0.622  C75 1.090
79 H -12.729 -11.264 0.843  C75 1.090
80 H -11.881 -9.831 0.401  C75 1.090
81 H -13.990 -9.319 -0.037  C76 1.090
82 H -14.553 -10.753 -0.888  C76 1.090
83 H -13.895 -8.821 -2.262  O77 0.960
84 C -10.416 -12.638 -3.129  C85 1.601, H87 1.090, H88 1.090, H89 1.090
85 C -11.176 -13.910 -3.734  C84 1.601, O86 1.452, H90 1.090, H91 1.090
86 O -10.823 -15.037 -2.889  C85 1.452, H92 0.960
87 H -9.341 -12.777 -3.016  C84 1.090
88 H -10.903 -12.399 -2.184  C84 1.090
89 H -10.611 -11.822 -3.825  C84 1.090
90 H -10.946 -14.105 -4.782  C85 1.090
91 H -12.247 -13.754 -3.611  C85 1.090
92 H -10.837 -15.838 -3.419  O86 0.960
93 C -17.793 -9.423 -0.544  C94 1.458, H96 1.090, H97 1.090, H98 1.090
94 C -17.587 -10.155 -1.788  C93 1.458, O95 1.419, H99 1.090, H100 1.090
95 O -16.984 -11.422 -1.576  C94 1.419, H101 0.960
96 H -18.474 -9.914 0.152  C93 1.090
97 H -18.361 -8.519 -0.764  C93 1.090
98 H -16.798 -9.135 -0.204  C93 1.090
99 H -16.907 -9.547 -2.385  C94 1.090
100 H -18.569 -10.331 -2.226  C94 1.090
101 H -16.553 -11.757 -2.365  O95 0.960

Here are the Löwdin charges for atoms 1 to 99, given in e: -0.7963 0.0254 0.1755 0.2056 0.1271 0.1109 0.0968 0.1368 -0.7541 0.0874 0.1450 0.1672 0.1116 0.0421 0.1260 0.1025 -0.8052 0.0179 0.1810 0.1931 0.1240 0.1144 0.0759 0.1214 -0.8357 0.0306 0.1915 0.1960 0.0836 0.1347 0.0959 0.0822 -0.7840 0.0685 0.1485 0.1820 0.0987 0.1135 0.0905 0.0717 -0.7720 0.0536 0.1537 0.1611 0.0843 0.1151 0.0502 0.0440 -0.7601 0.0194 0.2247 0.1929 0.1056 0.0878 0.0605 0.0865 -0.0911 -0.3163 -0.0965 0.0570 0.0788 0.0835 0.1077 0.1160 0.0835 -0.0779 -0.3486 -0.0624 0.0754 0.0685 0.0704 0.0998 0.1021 0.0782 -0.0725 -0.2949 -0.1153 0.0485 0.0838 0.0833 0.1175 0.0871 0.1048 -0.0403 -0.2581 -0.1060 0.0771 0.0421 0.0548 0.0877 0.0561 0.0755 -0.0919 -0.3483 -0.0854 0.0872 0.0837 0.0741 0.0984